Below is C19H26N7O4PdS3 as an isolated structure, with properties calculated with the ωB97M-V functional and the def2-TZVPD basis.

XYZ file:
```
60
Properties=species:S:1:pos:R:3:mulliken_charge:R:1
C 0.3284 3.7855 -2.9305 -0.657
C -0.1900 2.8003 -3.7502 -0.679
H 2.2911 -0.7111 -2.8211 0.438
N -0.2563 -0.5850 -4.3005 -0.207
N 3.2368 -4.4142 2.9112 -0.366
C 0.0778 3.7805 -1.5575 0.485
N 0.4192 0.2484 1.9055 0.484
H 4.0073 -4.9224 2.5071 0.193
H -4.0087 -0.7184 1.3463 0.458
C 1.3211 -0.5799 -2.3392 0.051
H 4.0070 -1.3924 2.2420 0.168
C -0.8541 0.6076 2.1546 0.620
C -0.9692 1.7908 -3.1994 0.048
C -1.2456 1.7740 -1.8428 -0.374
H 0.1752 4.8585 0.3021 0.318
C -3.3410 0.0698 1.6885 -1.654
C 0.6612 4.8466 -0.6734 -1.492
N -1.5114 -1.5952 1.8695 0.112
C -0.7201 2.7694 -1.0316 0.053
C -1.9369 -0.4026 1.9055 0.590
H -2.2008 2.1505 2.7985 0.409
H 4.9091 -2.8130 1.8690 0.214
O -1.6662 0.9644 -5.5608 -0.700
C 1.1374 2.4538 2.4723 -0.787
H 0.9280 4.5783 -3.3611 0.436
C 0.1923 -1.2771 -3.0990 -0.871
O -2.5691 -0.2022 -3.5269 -0.669
C 1.4463 -1.0351 -0.9004 0.821
C 3.1609 -3.0894 2.8986 0.700
H -0.0099 2.8158 -4.8174 0.465
H 0.4320 -0.3246 -4.9932 0.308
N -2.4710 -4.8823 1.0712 -0.399
H -0.3930 3.8115 3.1260 0.437
H 1.7290 4.6796 -0.5173 0.282
H 2.3747 0.8277 1.7783 0.432
H -0.6781 -1.3771 -2.4557 0.312
O 2.4448 -0.7887 -0.2162 -0.595
H 0.4851 -2.2899 -3.3789 0.322
S 1.7932 -2.3018 3.6181 -0.354
C -1.1744 1.8840 2.5916 -0.703
H 2.4947 -4.9287 3.3544 0.255
C -1.6555 -3.8584 1.3322 0.745
H 1.9568 3.1519 2.5667 0.490
C 1.3780 1.1573 2.0398 -0.528
H -3.4733 -4.8051 1.1202 0.191
H -3.3626 0.8654 0.9433 0.323
N 4.1438 -2.3818 2.3633 -0.327
H -2.0734 -5.7723 0.8252 0.216
S -1.5111 0.4588 -4.2323 1.188
H -1.8692 0.9857 -1.4400 0.469
S 0.0185 -4.1483 1.3338 -0.319
H -3.2598 -2.5792 1.3806 0.256
H 0.5495 5.8339 -1.1210 0.458
H 1.1379 0.4965 -2.2936 -0.116
H -0.9391 2.7694 0.0290 0.261
O 0.4166 -1.6639 -0.4300 -0.479
C -0.1611 2.8158 2.7718 -0.580
Pd 0.8711 -1.9895 1.4922 -0.179
H -3.7554 0.4693 2.6158 0.377
N -2.2688 -2.6713 1.5662 -0.349
```

Properties
HOMO-LUMO gap = 0.285 Ha
DFT total energy = -2746.1699 Eh
E_LUMO = -3.37 eV
Spin multiplicity = 1
Net charge = +1